No. 1
The following is a quantum chemistry calculation of a 12-piece molecular cluster, C36H60F8O40P4 overall in a non-equilibrium geometry, from OMol25.

Geometry as XYZ:
```
148
Properties=species:S:1:pos:R:3:forces:R:3
O 4.86873 2.20943 -5.18678 -0.8342 -0.6871 2.6738
C 4.85164 1.67306 -4.09053 0.0460 1.7511 -2.6740
O 4.21039 2.04759 -2.97032 -0.2264 1.2093 0.7546
C 4.53330 1.19321 -1.81538 -1.1538 -0.3785 -2.2906
C 5.52578 0.29795 -2.52023 1.6643 0.2331 1.5624
F 5.25228 -1.00541 -2.30617 0.0069 -0.6966 -0.0832
O 5.58950 0.59636 -3.86056 -0.1566 -1.1561 0.0142
H 4.95013 1.62983 -0.90779 -0.0097 0.8425 -0.5639
H 3.58487 0.71895 -1.56305 0.2055 -0.2339 0.1637
H 6.51910 0.56769 -2.16154 0.3429 -0.8208 0.3951
O 1.59708 -6.98053 -1.60627 1.2094 1.2851 4.4629
C 1.92785 -6.48347 -0.51057 -3.7176 0.1572 -4.7367
O 1.10574 -5.62561 0.21890 -1.0031 -1.1638 -2.5503
C 1.83610 -5.18935 1.29177 -1.3547 1.2906 1.8341
C 3.21620 -5.34343 0.83083 -0.6815 0.5148 1.4724
F 3.95293 -5.58147 1.91857 1.5115 -0.1236 0.1259
O 3.10185 -6.45765 0.03471 2.9398 -1.6155 -0.7094
H 1.67157 -4.14144 1.54258 -0.4867 0.0001 -0.1245
H 1.52970 -5.80618 2.13660 0.6925 0.0023 0.4036
H 3.49936 -4.44570 0.28129 0.8681 -0.2274 -0.1687
O 0.52477 4.77828 -0.19783 2.5229 -1.0552 0.9983
C 1.38833 4.17883 0.44758 -4.9575 2.5296 -3.3362
O 2.53100 3.77705 0.04323 5.1686 0.0923 -1.5826
C 3.32965 3.45173 1.21450 0.5033 -0.6124 -0.3992
C 2.25737 2.91988 2.05581 -0.2435 0.5548 1.0902
F 2.56548 3.20835 3.36164 -0.6053 -0.2615 -0.0487
O 1.15366 3.73146 1.61552 -0.7802 -2.1903 4.8821
H 4.10485 2.69279 1.10878 -0.2185 -0.0219 -1.0851
H 3.83508 4.24172 1.76996 -0.3893 0.8617 -0.6765
H 2.15481 1.84320 1.92039 -0.9032 0.2041 0.2378
O 6.57939 -3.57943 3.49050 0.1946 0.7287 1.2700
C 6.24654 -2.88569 2.57701 0.7522 -3.9894 3.9342
O 6.41219 -3.28743 1.40433 2.2935 -2.9957 -5.1477
C 6.20003 -2.28925 0.47295 0.5197 1.0504 0.0135
C 5.21813 -1.45348 1.21926 0.9527 -0.0297 -0.2984
F 4.01868 -1.82536 0.78494 -2.1484 -0.2330 0.8524
O 5.52678 -1.84199 2.61374 -3.1633 5.3700 -1.2543
H 7.04680 -1.60525 0.41633 0.7744 -0.6024 -0.6744
H 5.86945 -2.72037 -0.47202 0.0585 0.4149 0.1372
H 5.34810 -0.39765 0.98171 -0.1963 0.1881 1.0009
O 1.20855 -1.07709 -7.18668 -0.6491 5.7252 0.5891
C 1.18740 0.19686 -7.16725 2.4461 -6.8516 1.5406
O 1.59600 0.95838 -6.09549 -0.7881 -1.4167 -0.8166
C 1.45804 2.29534 -6.49550 -0.6618 1.0538 0.3827
C 1.46995 2.25287 -8.00962 -0.9017 0.1377 1.6089
F 2.70890 2.45821 -8.39866 2.1691 -0.0931 -1.3149
O 1.09029 0.90824 -8.24939 -0.8520 1.6559 -1.9740
H 0.48236 2.64826 -6.16141 0.0756 0.3289 0.2788
H 2.29106 2.87342 -6.09549 -0.1727 0.0563 -0.0447
H 0.86715 3.01783 -8.49908 -0.5345 -0.6024 -0.1300
O -1.80088 4.38616 -2.63355 -0.5260 -0.5978 -1.5680
C -2.33748 4.00791 -3.64037 -0.2693 1.0425 1.1294
O -3.64466 4.29138 -3.97163 0.4275 -0.8178 -0.2980
C -3.99883 3.30315 -4.94141 -1.5214 -0.5553 -0.6451
C -2.73630 2.89426 -5.59515 0.5188 -1.0997 1.6342
F -2.47527 3.54882 -6.72338 0.3689 0.6293 -1.0577
O -1.76853 3.24854 -4.60946 0.1759 -0.0641 -0.0376
H -4.48851 2.42170 -4.52747 0.3696 0.0557 0.8188
H -4.71716 3.54362 -5.72518 0.0628 1.2495 0.2131
H -2.69808 1.81412 -5.73632 0.2647 0.0090 -0.3563
O -3.31119 4.76228 2.12187 -3.4655 -0.0263 1.7037
C -4.38149 4.99342 2.71633 3.8337 -1.3108 -3.8150
O -4.45098 5.68721 3.78815 -1.2398 2.3559 1.5419
C -5.85773 5.80034 4.08355 -1.4381 -2.6709 2.0541
C -6.58380 5.57071 2.76496 1.5562 -0.4288 2.4382
F -6.65855 6.77260 2.19152 0.3311 1.0303 -2.1057
O -5.62392 4.62454 2.25396 -0.6129 0.9878 -1.3465
H -6.02032 4.87096 4.62935 -0.2438 -0.3592 0.1197
H -6.25042 6.47410 4.84511 0.9136 1.1999 -0.8266
H -7.61079 5.20566 2.75398 0.4331 -0.7446 0.2247
O -3.88790 -0.73031 -5.51301 -0.9873 -0.1363 1.1839
C -4.24147 -0.85456 -4.35976 3.0952 4.1737 -5.5238
O -4.13445 0.19131 -3.51677 -1.5854 -1.2073 1.6483
C -4.34036 -0.45407 -2.23606 1.5642 -0.1727 1.3413
C -4.94673 -1.86129 -2.55417 1.4972 2.7527 3.1106
F -6.25923 -1.78346 -2.23504 -1.1496 -0.4205 -0.9815
O -4.60247 -1.95748 -3.85749 -1.9959 -4.3628 0.5912
H -3.32804 -0.51766 -1.83698 0.2206 -0.6021 0.0618
H -4.83782 0.07332 -1.42212 -0.7847 0.4419 -0.8429
H -4.55054 -2.63125 -1.89214 0.2680 -0.3065 -0.6590
C 1.74930 -4.99070 5.58225 2.2203 -1.6822 0.3254
O 0.73690 -4.10144 5.32880 -1.1076 3.5532 -0.6070
P 0.98000 -2.47035 5.46347 1.7708 0.1068 0.8812
O 1.51081 -1.97384 6.77506 -0.8944 -1.0538 -1.8187
O 1.91300 -2.06822 4.20891 -0.5870 -0.3617 -0.1474
C 3.02481 -1.16450 4.31501 1.0173 -0.5044 1.0015
O -0.37930 -1.82842 4.97980 -1.0845 0.2628 1.5887
C -1.41844 -1.73733 6.03373 -1.3650 -2.1642 -0.4226
H 1.41886 -5.73299 6.30883 0.0569 0.1496 0.0834
H 2.71031 -4.57238 5.88156 -0.2608 0.5938 0.7267
H 2.11420 -5.52970 4.70794 -0.7751 -0.1199 -0.5701
H 2.91135 -0.48718 5.16145 -0.1127 -0.0457 -0.0962
H 3.29948 -0.60509 3.42073 -1.1234 -0.0711 -0.3784
H 3.91606 -1.77490 4.46052 -0.0509 0.0103 0.4052
H -2.37374 -1.36975 5.65905 0.6864 1.1958 -0.4999
H -1.20241 -1.41521 7.05239 0.8930 0.6827 -0.6126
H -1.79707 -2.74615 6.19817 0.5365 -0.6004 0.0874
C -3.48415 1.12631 2.57610 0.2729 0.5078 -0.6359
O -3.88669 0.84184 3.89714 0.3165 1.1843 3.1166
P -3.77538 1.89579 5.17858 -1.6114 -0.5743 -1.3380
O -4.52336 3.20007 4.98124 2.0380 -2.4266 0.4612
O -2.16197 1.89764 5.50060 -2.2836 0.7263 -1.3256
C -1.71388 1.62383 6.80096 -0.1559 -0.3943 1.3258
O -4.51863 0.95864 6.32480 2.1050 0.3595 -3.1778
C -5.46770 1.52733 7.19161 -0.1124 0.0138 0.0135
H -2.60590 0.55675 2.27215 -0.1317 -0.4422 0.2260
H -3.16799 2.15939 2.43158 -0.4798 0.2214 0.0174
H -4.35829 0.86631 1.97913 0.2833 0.2216 -0.3793
H -2.61220 1.36127 7.35968 0.5432 -0.6409 0.5043
H -1.26380 2.44213 7.36301 0.0411 0.5336 -0.6850
H -0.96866 0.83106 6.73555 -0.2687 -0.0730 0.1666
H -4.79431 1.79794 8.00487 -1.3227 0.4413 0.8648
H -6.21524 0.75221 7.36042 0.3258 -0.0876 0.6797
H -6.03328 2.33232 6.72232 0.4809 0.4000 0.1917
C 1.01549 -5.09196 -5.18312 1.2374 0.6962 -1.1408
O 0.50008 -3.73836 -5.48354 -1.6107 -0.2768 1.4865
P -0.09219 -2.84596 -4.26992 -2.5583 0.1701 -1.9962
O -0.93372 -1.66288 -4.67608 1.6628 -2.0144 0.6969
O -0.88488 -3.99254 -3.44010 1.0431 0.5101 -0.8328
C -1.42270 -3.70182 -2.18458 -1.1782 0.4458 0.6340
O 1.07302 -2.52549 -3.29650 1.0309 0.4402 0.5963
C 2.08835 -1.52379 -3.54822 -0.1278 -0.3946 0.7223
H 0.80954 -5.55560 -4.21838 0.2506 0.9280 0.3046
H 2.04018 -4.85518 -5.46958 0.5148 -0.9479 0.9675
H 0.74685 -5.88293 -5.88334 -0.8810 0.6720 -0.5487
H -2.33767 -4.28761 -2.09639 0.1065 -0.2526 0.1559
H -1.74710 -2.66359 -2.11440 0.1619 0.2918 -0.0637
H -0.77243 -3.90065 -1.33269 0.3072 -0.2159 -0.2611
H 2.16154 -0.94898 -2.62499 -0.0017 0.0687 0.0140
H 1.85351 -0.83966 -4.36363 -0.0201 -0.3946 -0.1855
H 3.01544 -2.08520 -3.66408 0.0376 0.3153 -0.4057
C -1.55737 2.32968 -0.02764 1.4672 1.8734 -2.0051
O -0.77536 1.26533 0.48571 2.0298 -2.1394 -0.2161
P 0.45501 0.46590 -0.38457 -2.9623 1.1491 -0.7854
O 1.85824 0.91064 -0.13324 -1.4804 -0.6703 0.1825
O 0.02831 -1.05753 -0.05495 1.2838 1.7505 -0.9721
C 0.21928 -1.43106 1.28648 -0.8202 -1.5230 1.3968
O -0.00717 0.55903 -1.94041 -0.3525 -1.6990 3.3375
C 0.42937 1.58302 -2.76526 0.7130 1.3461 -1.0220
H -1.80890 3.14010 0.65650 -0.2537 -0.7935 0.7908
H -2.37622 2.07748 -0.70141 -0.2458 -0.6878 0.5040
H -0.88096 2.88914 -0.67384 -0.1853 0.2556 -0.3554
H 0.01525 -2.49976 1.35245 -0.0085 -0.1308 -0.2766
H -0.56129 -0.99714 1.91140 0.3037 0.4330 0.1573
H 1.21467 -1.33110 1.71926 0.0990 0.6239 -0.3466
H -0.38193 2.25613 -3.04244 -0.0658 -0.3318 0.0496
H 0.83872 1.09437 -3.64943 0.1012 0.3738 -0.0903
H 1.16332 2.20571 -2.25372 0.3318 -0.0185 -0.2106
```
Positions in Å, forces in eV/Å.

Values from the calculation:
* LUMO level: -0.431 eV
* E_HOMO: -10.05 eV
* 2S+1: 1
* ΔE to the lowest compared entry with this formula, charge and spin: 999.69 kJ/mol
* HOMO-LUMO gap: 9.614 eV

***

No. 2
The following is a quantum chemistry calculation of a 9-piece molecular cluster, C36H60O24S6 overall in a non-equilibrium geometry, from OMol25.

Geometry as XYZ:
```
126
Properties=species:S:1:pos:R:3:forces:R:3
O -1.71166 -1.24745 -0.95989 -0.0268 -0.0620 -0.0422
C -1.07601 -0.40426 -0.36615 0.0752 0.1493 -0.1607
C -0.38515 0.72011 -1.06075 0.9805 0.3490 0.2498
C 0.28219 1.62840 -0.34832 0.8277 -0.1686 0.0936
C 0.43534 1.58517 1.13395 -0.6366 -0.2439 -0.5395
O 1.07807 2.41827 1.72737 0.1865 -0.0281 0.1428
C -0.23808 0.44184 1.78858 -0.1553 0.4454 0.8690
C -0.92733 -0.46128 1.11237 -0.2757 -0.2924 -0.4744
H -0.14442 0.75205 -2.11905 -0.8857 -0.4859 -0.0339
H 0.97584 2.30011 -0.84854 -0.3055 0.2656 0.0376
H -0.25859 0.43001 2.87297 0.2505 -0.0490 -0.0392
H -1.47490 -1.25786 1.59966 -0.0186 0.0532 0.0359
O -3.63025 -1.29529 2.73036 -0.1056 0.1002 -0.0419
C -3.85783 -2.21048 3.49342 0.2541 -0.3843 0.3210
C -2.75379 -3.06027 4.03499 -0.0749 0.4082 -0.2195
C -3.00924 -4.19995 4.65840 0.2228 -0.5586 0.0028
C -4.39645 -4.67763 4.93521 0.3537 0.6366 -0.0779
O -4.60641 -5.73714 5.47191 -0.1275 -0.1638 0.0112
C -5.47074 -3.70937 4.58649 0.1001 -0.5323 0.6873
C -5.21666 -2.57975 3.94674 -0.6508 0.2825 -0.1600
H -1.73135 -2.72962 3.88192 -0.0625 0.0828 -0.1362
H -2.18871 -4.84007 4.96473 -0.1572 -0.0681 0.1592
H -6.45232 -3.93538 4.98518 -0.0612 -0.1170 -0.2937
H -6.06956 -1.93711 3.75538 0.3443 0.3156 -0.2698
O 7.33447 5.33379 1.76311 0.0217 0.2418 0.0193
C 6.36575 4.88714 2.33025 -0.0343 -0.5356 0.0385
C 5.99925 5.26536 3.72097 -0.0540 0.4792 -0.2853
C 4.91158 4.78476 4.30907 0.1665 -0.5537 0.6405
C 4.03919 3.77209 3.65779 0.2380 0.3687 -0.6313
O 2.99359 3.39949 4.13272 -0.0174 -0.1610 0.3274
C 4.50554 3.27278 2.32942 -0.3037 -0.1692 0.3068
C 5.54249 3.81183 1.70336 0.1647 -0.1093 -0.0514
H 6.62847 5.98781 4.22616 0.1355 -0.0665 -0.1020
H 4.72254 4.99729 5.35586 -0.3314 0.1781 -0.1384
H 3.93895 2.44678 1.91452 -0.0679 0.0859 -0.0332
H 5.87355 3.41613 0.75061 0.0891 0.2381 -0.0542
C -0.85586 3.35822 -5.61543 0.1255 -0.1466 0.2515
C -1.58568 2.03141 -5.55980 -0.5897 0.9079 -0.5657
O -0.99624 1.23150 -4.52298 0.6381 -0.2509 -0.2827
S -1.11252 -0.35353 -4.63310 -1.5954 -0.2279 0.7621
C -2.68092 -0.51051 -3.84194 0.0245 0.3541 0.1485
O -1.22562 -0.77629 -5.98658 0.2691 0.1455 -0.5091
O -0.13656 -0.92017 -3.77077 0.8687 0.1924 0.1192
H -1.18190 3.94748 -6.47135 -0.0297 -0.1037 -0.0863
H 0.21483 3.16899 -5.68816 -0.0037 0.1593 -0.0118
H -1.06113 3.95166 -4.72359 0.0922 -0.0495 0.0514
H -2.64403 2.21640 -5.34063 0.0771 -0.2198 0.2445
H -1.56806 1.53157 -6.52721 0.3392 -0.2614 0.1352
H -2.63466 0.09152 -2.93774 0.0614 -0.0583 0.0409
H -2.86768 -1.53712 -3.54649 -0.0909 -0.1066 -0.3056
H -3.41414 -0.06890 -4.51320 -0.1895 -0.3359 -0.0355
C -5.07046 -1.91421 -1.26039 0.0523 0.3642 -0.6486
C -5.89389 -2.23121 -0.05213 0.7890 0.1839 0.4787
O -6.84191 -3.25413 -0.42833 -0.1032 0.0930 0.2666
S -7.70374 -3.81217 0.78540 0.0809 -0.1785 -0.4081
C -8.66785 -4.96097 -0.12770 0.3005 -0.3765 0.4575
O -6.85602 -4.53255 1.67748 0.3507 -0.2467 0.2602
O -8.49779 -2.75590 1.31646 -0.3814 0.3647 0.1223
H -4.45856 -2.75860 -1.57468 -0.1094 -0.0988 0.0133
H -4.38639 -1.08920 -1.06523 -0.0047 0.0015 0.2319
H -5.71007 -1.59989 -2.08979 0.0142 -0.1265 0.0036
H -5.23207 -2.59383 0.73993 -0.1824 -0.2684 -0.0177
H -6.38510 -1.35135 0.36362 -0.3708 -0.0633 -0.2517
H -9.16706 -5.57448 0.62155 -0.3056 0.2466 0.0010
H -7.96477 -5.63369 -0.61407 -0.0524 0.2071 -0.3576
H -9.34929 -4.43928 -0.78769 -0.0226 -0.0934 -0.1050
C 2.71605 6.72532 1.16026 0.1712 -0.3527 0.6048
C 1.88420 5.48241 0.85342 1.2132 0.2830 0.3505
O 0.53289 5.55705 1.32922 -0.2428 0.0614 -0.2472
S -0.56063 6.22341 0.39750 0.2788 -0.3509 0.2932
C -0.80821 4.99665 -0.82415 -0.6556 -0.5035 -0.9241
O -1.73357 6.31065 1.18904 -0.2943 0.0440 0.2255
O 0.00014 7.37028 -0.23046 0.1293 0.4098 -0.3153
H 2.98190 6.71757 2.22201 -0.3302 0.2436 0.0391
H 2.21522 7.65267 0.90484 0.0476 0.0210 -0.1250
H 3.68682 6.64873 0.66452 -0.1765 0.0633 -0.3371
H 1.98730 5.24120 -0.20691 -0.5779 -0.0656 -0.0380
H 2.31171 4.66698 1.43115 -0.1773 -0.2447 -0.2102
H 0.04469 4.89670 -1.49089 0.1799 -0.0091 0.2134
H -1.65368 5.29601 -1.44807 0.0827 0.3826 0.1231
H -1.11864 4.04168 -0.40702 0.3218 0.0421 0.3560
C 1.48446 1.65069 -8.08024 0.6360 -0.1551 0.1832
C 1.76380 0.63082 -6.98980 0.4154 -0.4378 -0.7430
O 1.91420 1.28113 -5.70642 -0.1963 -0.1436 -0.1515
S 3.27305 1.02460 -4.90314 -1.6311 -0.8590 0.5806
C 2.53943 1.01836 -3.28159 -0.1616 -0.2776 -0.5493
O 3.72654 -0.28990 -5.22244 0.5208 -0.1254 -0.0526
O 4.08958 2.16271 -5.04893 1.0183 0.9803 -0.1788
H 2.41575 2.15255 -8.34827 -0.1008 0.1746 0.0452
H 0.76676 2.40068 -7.75868 -0.1770 -0.0701 -0.1204
H 1.14450 1.12269 -8.97065 -0.2067 0.0854 0.0213
H 1.00396 -0.15115 -6.97138 -0.2794 0.3271 0.5746
H 2.68685 0.08767 -7.19050 0.0164 0.1133 -0.1709
H 1.62759 1.59976 -3.40099 0.1253 0.2799 0.3324
H 3.24345 1.40162 -2.55195 -0.0109 0.0972 0.0133
H 2.24628 -0.00983 -3.08905 0.0465 -0.0096 0.1269
C 0.42044 -4.62605 2.10438 -0.4448 -1.1754 0.1960
C 0.65653 -3.90152 0.81038 -0.4886 0.3878 0.2348
O 1.94004 -4.26494 0.28144 0.2066 -0.0486 -0.1400
S 2.12945 -4.26468 -1.30684 -0.5051 0.4594 0.7503
C 1.98808 -2.53021 -1.63961 -0.1257 -0.3784 -0.0302
O 3.46280 -4.69217 -1.51142 0.5174 -0.2269 -0.1675
O 1.01550 -4.94283 -1.88358 -0.0596 -0.0968 -0.2947
H -0.56068 -4.37133 2.51319 0.1637 0.3563 0.0238
H 1.17859 -4.52031 2.87684 0.0391 0.4359 -0.1671
H 0.33236 -5.70294 1.91666 0.1857 0.0865 -0.1602
H -0.13993 -4.15757 0.10873 0.1553 -0.0905 -0.1211
H 0.61600 -2.81585 0.96042 0.2450 -0.0531 0.0082
H 0.94256 -2.28044 -1.46718 0.0336 0.2049 -0.1056
H 2.25596 -2.37146 -2.68163 -0.0310 0.0411 -0.0141
H 2.65831 -2.01282 -0.95868 0.0437 0.0763 -0.0557
C 4.89585 -3.75012 4.96704 0.6296 0.8504 0.5637
C 3.73734 -3.56673 4.02157 0.1484 -1.0309 0.0649
O 3.48896 -2.17501 3.74312 -0.1282 -0.1566 -0.2762
S 2.27389 -1.51894 4.52477 1.0415 0.7332 -0.3986
C 2.54179 0.12016 3.92023 -0.7527 -0.4199 0.9685
O 1.03288 -1.99661 4.00166 -0.4253 -0.3108 -0.0375
O 2.56329 -1.61601 5.91478 -0.3636 -0.0929 0.6320
H 5.15887 -4.78962 5.15087 -0.2782 -0.1231 -0.1389
H 4.69174 -3.26407 5.92456 -0.1990 -0.2200 -0.0009
H 5.80464 -3.25183 4.61543 -0.1339 -0.1055 -0.3190
H 3.93550 -4.06020 3.07036 -0.0537 0.2556 -0.1324
H 2.84624 -4.04578 4.43584 -0.0798 0.2072 -0.0118
H 2.55003 -0.00666 2.84473 0.2755 0.5467 -0.1010
H 3.39431 0.55039 4.43359 0.3956 -0.1244 -0.4950
H 1.68406 0.68734 4.28169 -0.1060 0.0707 -0.3553
```
Positions in Å, forces in eV/Å.

Values from the calculation:
* LUMO level: -2.136 eV
* E_HOMO: -10.30 eV
* 2S+1: 1
* HOMO-LUMO gap: 8.160 eV

***

Q: Which formula does entry 1 have?
A: C36H60F8O40P4

***

Q: What is the E_HOMO in the second record?
A: -10.30 eV